{
  "formula": "C6H17N4Si",
  "method": "ωB97M-V/def2-TZVPD",
  "gap_ev": 10.62,
  "relative_energy_kj_mol": 107.9,
  "total_charge": 1,
  "homo_energy_ev": -13.544,
  "symbols": ["C", "C", "C", "C", "C", "C", "N", "N", "N", "N", "Si", "H", "H", "H", "H", "H", "H", "H", "H", "H", "H", "H", "H", "H", "H", "H", "H", "H"],
  "positions_angstrom": [[-1.3722, -0.0996, 2.1246], [-0.4214, -1.1027, 2.7226], [0.3743, -1.8779, 1.6685], [-1.0899, 1.4352, -2.2818], [1.6626, 1.7855, -0.6815], [1.2102, -0.8211, -2.5603], [-2.3685, 0.2704, 2.7772], [-0.9749, 0.4359, 0.8828], [0.8514, -1.0037, 0.6051], [-0.2325, -0.3668, -0.0244], [0.4768, 0.6247, -1.5909], [0.2673, -0.5509, 3.3723], [-0.9929, -1.7726, 3.3649], [1.2365, -2.3652, 2.1189], [-0.2445, -2.6507, 1.1984], [-0.9063, 1.7974, -3.2913], [-1.9322, 0.7475, -2.3460], [-1.4028, 2.2999, -1.6997], [2.5991, 1.2908, -0.4318], [1.9177, 2.6423, -1.2996], [1.2289, 2.1785, 0.2379], [1.4096, -1.6820, -1.9243], [0.5553, -1.1429, -3.3677], [2.1545, -0.5357, -3.0180], [-2.9694, 0.9806, 2.3783], [-1.6513, 1.0358, 0.4244], [1.4776, -0.2966, 0.9811], [-0.8633, -1.2562, -0.3398]],
  "forces_ev_per_angstrom": [[0.26, -0.46, -0.08], [0.23, -0.18, -0.02], [-0.33, 0.04, 0.37], [0.60, -0.27, 0.32], [-0.35, -0.47, -0.36], [-0.34, 0.56, 0.11], [-0.50, 0.05, 0.59], [-0.07, 0.79, -0.04], [0.76, -0.37, 0.10], [-1.80, -2.23, -1.01], [-0.16, -0.20, 0.36], [-0.04, -0.01, -0.08], [0.02, 0.08, -0.05], [0.00, -0.05, -0.11], [0.09, -0.02, 0.05], [0.11, 0.00, -0.13], [0.01, -0.17, -0.01], [0.05, 0.08, 0.13], [0.08, -0.11, -0.03], [-0.02, 0.09, -0.18], [-0.16, -0.02, 0.00], [0.01, 0.08, 0.15], [-0.14, 0.05, -0.04], [0.13, 0.11, -0.01], [0.00, 0.15, -0.29], [0.05, -0.15, -0.09], [-0.10, 0.17, -0.12], [1.63, 2.46, 0.47]],
  "mulliken_charge": [0.29, -0.28, -0.78, -1.12, -1.10, -1.03, -0.61, -0.37, -0.38, 0.17, 0.50, 0.26, 0.36, 0.35, 0.34, 0.36, 0.38, 0.36, 0.35, 0.40, 0.39, 0.35, 0.33, 0.36, 0.22, 0.20, 0.28, 0.45]
}